[1]
DFT (ωB97M-V with the def2-TZVPD basis set) results for a structure of composition C42H46N7O4P2PtSeSi2 at a distorted geometry.

```
105
Properties=species:S:1:pos:R:3:mulliken_charge:R:1
Pt -0.49 -1.03 0.33 2.211
C 4.55 -1.37 -2.05 -1.107
Si 3.08 -2.17 -1.12 0.217
C 2.32 -3.64 -2.00 -1.027
C 3.91 -2.73 0.48 -1.036
N 1.85 -0.92 -1.13 0.181
P 1.97 0.57 -0.58 1.544
C 0.41 0.77 0.21 -1.194
P -1.04 1.62 -0.34 -0.075
N -1.96 0.28 -0.31 0.399
Si -3.63 0.11 -0.87 0.404
C -4.39 -1.35 0.03 -0.955
C -4.49 1.74 -0.48 -0.983
C -3.68 -0.10 -2.75 -1.125
C -1.34 2.85 0.95 0.978
C -2.26 2.61 1.96 -1.181
C -2.37 3.50 3.02 -1.045
C -1.53 4.61 3.08 -0.785
C -0.60 4.84 2.08 -0.942
C -0.50 3.97 1.01 -0.050
C -1.08 2.46 -1.93 1.568
C -0.68 1.74 -3.06 -0.889
C -0.73 2.33 -4.30 -0.748
C -1.19 3.63 -4.44 -0.769
C -1.63 4.34 -3.32 -0.812
C -1.57 3.76 -2.07 -0.807
C 3.17 0.97 0.72 0.572
C 2.86 0.56 2.02 -0.316
C 3.72 0.86 3.06 -0.687
C 4.88 1.58 2.82 -0.713
C 5.19 1.98 1.53 -0.791
C 4.34 1.68 0.48 -0.354
C 2.30 1.71 -1.94 0.781
C 2.31 3.08 -1.73 -0.446
C 2.54 3.94 -2.79 -0.999
C 2.78 3.43 -4.06 -0.657
C 2.77 2.06 -4.27 -0.795
C 2.52 1.20 -3.22 -0.723
H 5.37 -2.09 -2.11 0.446
H 4.90 -0.51 -1.50 0.283
H 4.29 -1.06 -3.07 0.339
H 3.08 -4.42 -2.16 0.382
H 1.90 -3.38 -2.97 0.315
H 1.53 -4.07 -1.38 0.211
H 4.77 -3.36 0.22 0.527
H 3.24 -3.31 1.10 0.144
H 4.28 -1.88 1.06 0.302
H -3.85 -1.59 0.95 0.084
H -4.39 -2.24 -0.60 0.203
H -5.43 -1.15 0.31 0.633
H -4.80 1.83 0.56 0.363
H -5.38 1.86 -1.10 0.472
H -3.83 2.58 -0.71 0.207
H -3.01 -0.88 -3.11 0.252
H -3.43 0.83 -3.25 0.293
H -4.70 -0.37 -3.06 0.473
H -2.88 1.72 1.90 0.975
H -3.10 3.33 3.80 0.507
H -1.61 5.29 3.92 0.419
H 0.05 5.70 2.14 0.487
H 0.23 4.13 0.23 0.359
H -0.34 0.72 -2.93 0.418
H -0.42 1.78 -5.18 0.495
H -1.21 4.10 -5.41 0.461
H -2.02 5.34 -3.44 0.466
H -1.91 4.31 -1.20 0.537
H 1.95 0.00 2.19 0.089
H 3.48 0.54 4.07 0.482
H 5.55 1.82 3.63 0.414
H 6.11 2.53 1.33 0.471
H 4.58 1.99 -0.53 0.428
H 2.16 3.46 -0.72 0.679
H 2.54 5.02 -2.63 0.444
H 2.97 4.11 -4.88 0.436
H 2.97 1.67 -5.26 0.468
H 2.49 0.12 -3.36 0.533
C -1.22 0.30 4.15 -0.896
C -1.05 -1.13 3.78 -0.130
N -1.16 -1.61 2.58 0.123
C -0.85 -3.02 2.62 1.098
C -0.65 -3.31 4.07 -0.712
N -0.77 -2.09 4.70 -0.102
C -0.33 -4.49 4.84 0.103
O -0.03 -5.60 4.15 -0.508
O -0.35 -4.45 6.05 -0.606
C 0.56 -3.29 1.83 0.057
O 1.04 -4.39 1.99 -0.873
O 0.98 -2.31 1.14 -0.259
H -0.91 0.93 3.32 -0.151
H -0.64 0.54 5.04 0.517
H -2.27 0.50 4.36 0.322
H -0.64 -2.00 5.69 0.316
H 0.41 -5.36 3.30 0.481
Se -2.93 -5.17 2.68 0.324
N -3.57 -5.50 1.08 -0.901
C -3.02 -4.72 0.15 0.571
C -3.30 -4.77 -1.22 -0.971
C -2.62 -3.89 -2.06 -0.791
C -1.74 -2.96 -1.53 -0.746
N -1.49 -2.86 -0.20 0.383
C -2.06 -3.75 0.60 0.280
N -1.82 -3.84 1.93 0.085
H -4.02 -5.48 -1.60 0.457
H -2.79 -3.92 -3.12 0.481
H -1.18 -2.29 -2.17 0.706
```

Values from the calculation:
- 2S+1: 5
- Total charge: +1
- Orbital gap (spin up / spin down): 6.7 / 6.6 eV


[2]
DFT (ωB97M-V with the def2-TZVPD basis set) results for a structure of composition C42H47AlNO5PSTe.

```
99
Properties=species:S:1:pos:R:3:mulliken_charge:R:1
Al 1.98 1.45 -1.44 0.709
O 5.64 0.83 -1.38 -0.684
S 4.39 0.99 -0.73 1.338
O 3.67 2.29 -0.96 -0.767
O 3.29 0.04 -1.12 -0.585
C 4.62 0.87 1.01 0.011
C 5.89 0.61 1.48 -0.426
C 6.10 0.52 2.85 -0.668
C 5.04 0.69 3.73 -0.816
C 3.76 0.95 3.24 -0.261
C 3.53 1.05 1.87 -0.594
P 1.82 1.29 1.25 2.016
C 1.23 2.78 2.09 0.295
C -0.15 2.99 2.16 -0.324
C -0.65 4.17 2.69 -0.707
C 0.22 5.15 3.14 -0.770
C 1.59 4.96 3.06 -0.763
C 2.09 3.77 2.54 -1.049
C 1.03 -0.13 2.08 0.793
C 0.18 -0.03 3.18 -0.341
C -0.28 -1.19 3.80 -0.884
C 0.12 -2.44 3.34 -0.547
C 0.98 -2.53 2.26 -0.653
C 1.42 -1.39 1.62 -0.769
H 6.70 0.48 0.78 0.594
H 7.09 0.32 3.23 0.428
H 5.20 0.62 4.79 0.452
H 2.94 1.06 3.93 0.494
H -0.83 2.24 1.78 0.189
H -1.72 4.32 2.75 0.476
H -0.18 6.07 3.55 0.415
H 2.27 5.72 3.40 0.447
H 3.17 3.63 2.48 0.478
H -0.11 0.93 3.57 0.534
H -0.94 -1.11 4.65 0.455
H -0.23 -3.33 3.84 0.383
H 1.30 -3.50 1.90 0.450
H 2.11 -1.47 0.78 0.358
C -0.18 4.94 -2.14 -0.652
C 1.15 5.37 -2.78 -0.704
C 2.16 4.30 -2.34 -0.606
O 1.38 3.32 -1.59 0.265
C 0.24 4.00 -1.03 0.183
H -0.80 4.40 -2.86 0.281
H -0.76 5.78 -1.76 0.445
H 1.46 6.35 -2.42 0.320
H 1.07 5.42 -3.86 0.293
H 2.93 4.69 -1.69 0.303
H 2.62 3.76 -3.17 0.425
H 0.56 4.54 -0.13 0.093
H -0.49 3.24 -0.77 -0.053
C -0.54 0.71 -4.06 -1.529
C 0.42 0.88 -2.93 0.581
O 1.65 1.26 -3.25 -0.617
N 0.21 0.76 -1.66 0.570
Te -1.62 -0.42 -0.70 1.046
C -2.45 -1.76 0.79 0.451
C -2.20 -3.14 0.91 1.288
C -1.19 -3.89 0.10 -1.464
C -2.92 -3.86 1.86 -0.789
C -3.85 -3.26 2.70 0.497
C -4.62 -4.07 3.70 -1.715
C -4.03 -1.89 2.60 -0.916
C -3.35 -1.13 1.66 0.832
C -3.61 0.36 1.64 -1.708
C -1.49 -1.83 -2.27 1.302
C -2.69 -2.17 -2.90 0.419
C -4.03 -1.63 -2.45 -1.819
C -2.66 -3.07 -3.96 -1.014
C -1.47 -3.63 -4.40 0.398
C -1.45 -4.60 -5.55 -1.644
C -0.30 -3.29 -3.74 -1.099
C -0.28 -2.40 -2.68 0.994
C 1.06 -2.15 -2.02 -0.966
H -0.41 1.53 -4.76 0.577
H -1.57 0.67 -3.72 0.206
H -0.32 -0.22 -4.60 0.238
H -0.29 -3.30 -0.06 -0.268
H -1.58 -4.17 -0.88 0.427
H -0.90 -4.80 0.62 0.512
H -2.74 -4.92 1.94 0.383
H -4.21 -5.07 3.81 0.388
H -5.67 -4.16 3.40 0.330
H -4.62 -3.59 4.68 0.393
H -4.73 -1.40 3.26 0.418
H -4.27 0.64 2.46 0.473
H -4.08 0.68 0.71 0.354
H -2.68 0.93 1.75 0.066
H -4.02 -0.54 -2.34 0.295
H -4.32 -2.06 -1.49 0.240
H -4.80 -1.88 -3.18 0.528
H -3.59 -3.33 -4.45 0.345
H -2.45 -4.79 -5.93 0.398
H -1.01 -5.55 -5.25 0.346
H -0.84 -4.21 -6.37 0.340
H 0.64 -3.74 -4.06 0.512
H 1.56 -3.10 -1.85 0.744
H 0.97 -1.63 -1.07 -1.219
H 1.71 -1.55 -2.66 0.576
```

Values from the calculation:
- 2S+1: 2
- Total charge: +1
- Orbital gap (spin up / spin down): 7.9 / 6.8 eV


What did we get for relative energy (zero: lowest compared OMol25 entry of this formula, charge and spin)? Answer: 0.440, 0.157 eV, in the order shown.